Record 1
{"formula": "C5H5NO2S", "method": "ωB97M-V/def2-TZVPD", "de_lowest_ev": 4.144, "e_lumo_ev": [0.82, -0.47], "homo_lumo_gap_ev": [7.68, 6.02], "elements": ["C", "C", "O", "O", "C", "C", "H", "S", "N", "H", "H", "H", "H", "C"], "coordinates": [[0.717084, -2.782784, 0.151779], [0.332030, 0.825378, 0.383470], [-0.344682, -3.478619, -0.350876], [0.511421, -1.483632, 0.297411], [-1.080549, 2.060467, -0.662178], [-0.256118, 3.091419, -0.173197], [1.992499, -0.432551, 1.339404], [0.903147, 2.437261, 0.823960], [-0.750757, 0.809618, -0.400905], [-0.940283, -2.750213, -0.739321], [-2.096148, 2.239733, -1.115063], [1.576804, -3.439579, 0.533855], [-0.159195, 4.080390, -0.421614], [1.073975, -0.285223, 0.720109]], "atomic_forces_ev_per_a": [[0.98, -0.08, 0.61], [0.35, 0.53, -0.11], [-0.43, 2.28, -0.53], [-0.01, -0.27, 0.00], [-1.57, 2.86, -0.50], [-1.77, -2.64, -0.67], [-1.02, 0.72, -0.74], [1.02, -1.47, 0.34], [0.92, -0.58, 1.09], [0.92, -1.60, 0.72], [1.48, -0.01, 0.00], [-1.40, 1.58, -0.44], [-0.53, 2.24, -0.47], [1.07, -3.56, 0.71]]}



Record 2
{"formula": "C4H12NO2P", "method": "ωB97M-V/def2-TZVPD", "de_lowest_ev": 2.740, "e_lumo_ev": 0.87, "homo_lumo_gap_ev": 8.84, "elements": ["H", "C", "H", "H", "H", "O", "C", "P", "H", "N", "O", "H", "H", "H", "H", "H", "C", "C", "H", "H"], "coordinates": [[0.332984, -0.382895, -1.394454], [1.484464, -1.406563, 0.204682], [-1.931574, -0.507995, -1.492133], [2.039624, -1.153966, 1.123871], [-0.739509, 2.127854, 1.377110], [0.119832, 0.406608, 0.708775], [1.981784, 0.973822, -0.622456], [-2.876626, 0.424405, 0.196928], [2.202717, -1.781223, -0.492514], [-2.430559, -1.124916, 0.847009], [-2.764030, 0.035308, -1.400059], [1.843160, 1.582713, -1.587584], [0.769834, -2.144545, 0.623889], [-2.715898, -1.147833, 1.836813], [1.931281, 1.569032, 0.222813], [-0.823390, 1.965127, -0.372516], [-0.821503, 1.403619, 0.567187], [0.944084, -0.093768, -0.364571], [2.916358, 0.465318, -0.700155], [-1.463033, -1.210109, 0.717363]], "atomic_forces_ev_per_a": [[1.04, 0.93, 2.45], [0.34, 0.87, 1.35], [-1.28, 0.65, -0.34], [0.14, 0.17, -0.32], [-0.42, -0.34, 0.26], [-0.24, -0.93, 0.04], [-0.33, -0.61, -3.15], [1.61, 0.37, 1.05], [0.25, -0.83, -0.42], [-2.38, 1.37, 0.31], [1.78, -0.41, 0.26], [0.00, -0.88, 1.55], [0.01, 0.42, -1.10], [0.54, -0.25, -0.64], [0.40, 1.48, 1.46], [0.56, -0.14, -0.13], [-2.46, -0.52, -1.69], [-2.50, -0.86, -1.36], [1.01, 0.01, -0.05], [1.94, -0.48, 0.45]]}



What did the first record say?
{"formula": "C5H5NO2S", "method": "ωB97M-V/def2-TZVPD", "de_lowest_ev": 4.144, "e_lumo_ev": [0.82, -0.47], "homo_lumo_gap_ev": [7.68, 6.02], "elements": ["C", "C", "O", "O", "C", "C", "H", "S", "N", "H", "H", "H", "H", "C"], "coordinates": [[0.717084, -2.782784, 0.151779], [0.332030, 0.825378, 0.383470], [-0.344682, -3.478619, -0.350876], [0.511421, -1.483632, 0.297411], [-1.080549, 2.060467, -0.662178], [-0.256118, 3.091419, -0.173197], [1.992499, -0.432551, 1.339404], [0.903147, 2.437261, 0.823960], [-0.750757, 0.809618, -0.400905], [-0.940283, -2.750213, -0.739321], [-2.096148, 2.239733, -1.115063], [1.576804, -3.439579, 0.533855], [-0.159195, 4.080390, -0.421614], [1.073975, -0.285223, 0.720109]], "atomic_forces_ev_per_a": [[0.98, -0.08, 0.61], [0.35, 0.53, -0.11], [-0.43, 2.28, -0.53], [-0.01, -0.27, 0.00], [-1.57, 2.86, -0.50], [-1.77, -2.64, -0.67], [-1.02, 0.72, -0.74], [1.02, -1.47, 0.34], [0.92, -0.58, 1.09], [0.92, -1.60, 0.72], [1.48, -0.01, 0.00], [-1.40, 1.58, -0.44], [-0.53, 2.24, -0.47], [1.07, -3.56, 0.71]]}



Which formula does entry 2 have?
C4H12NO2P